[1]
The following is a DFT calculation (wB97M-V/def2-TZVPD) of a structure of composition H44Na2O26S at a distorted geometry.

Each line ends with the Löwdin charge.
Cartesian coordinates (Å):
Na  -0.17  -0.06  0.70  0.44
Na  -2.39  0.69  3.02  0.68
S  2.24  -2.41  -4.70  0.17
O  1.75  -3.79  -4.49  -0.46
O  3.69  -2.48  -4.44  -0.43
O  1.93  -2.08  -6.08  -0.41
O  1.52  -1.56  -3.74  -0.44
O  4.40  2.74  0.30  -0.07
H  4.17  1.95  0.79  -0.05
H  4.02  2.62  -0.56  -0.01
O  -1.75  2.78  1.56  -0.03
H  -1.15  3.22  0.96  0.01
H  -2.25  3.49  1.96  0.06
O  1.05  2.49  0.43  -0.02
H  0.86  3.43  0.41  0.02
H  1.64  2.35  -0.31  0.02
O  4.01  0.45  1.71  -0.03
H  4.66  -0.17  1.39  0.08
H  3.17  0.09  1.44  0.02
O  1.35  -0.60  -1.35  -0.05
H  1.68  -1.36  -0.87  0.01
H  1.50  -0.82  -2.28  -0.01
O  -1.12  -5.31  0.78  -0.04
H  -1.18  -4.57  0.18  -0.02
H  -1.63  -5.05  1.54  0.01
O  1.91  -3.44  -0.76  -0.02
H  2.43  -3.90  -1.42  0.08
H  1.03  -3.81  -0.83  0.04
O  -3.23  -1.19  -1.95  -0.04
H  -2.43  -1.18  -2.48  0.00
H  -3.90  -0.79  -2.50  0.08
O  -1.45  1.34  -4.18  -0.05
H  -2.38  1.33  -4.39  0.01
H  -1.25  0.46  -3.87  -0.03
O  1.89  -1.55  1.41  -0.03
H  1.80  -2.36  0.92  0.03
H  2.06  -1.84  2.31  0.06
O  -4.90  -1.76  0.68  -0.04
H  -4.51  -0.89  0.60  -0.01
H  -5.52  -1.68  1.40  0.03
O  2.93  1.52  -1.64  -0.04
H  2.23  0.91  -1.43  -0.01
H  3.05  1.43  -2.59  0.08
O  -1.68  -1.65  2.32  -0.02
H  -2.24  -2.42  2.18  0.07
H  -0.94  -1.98  2.82  0.04
O  -3.93  2.26  -1.07  -0.02
H  -4.54  2.11  -1.80  0.06
H  -4.18  3.12  -0.72  0.06
O  0.26  -1.45  4.98  -0.02
H  0.98  -1.54  5.61  0.07
H  -0.35  -2.14  5.24  0.06
O  0.40  0.42  3.02  -0.04
H  0.61  -0.15  3.76  0.01
H  1.14  1.02  2.96  0.03
O  0.26  3.70  3.93  -0.06
H  -0.30  4.01  3.22  0.00
H  1.11  3.54  3.52  -0.03
O  -0.49  4.79  -0.45  -0.02
H  -0.96  4.53  -1.25  0.07
H  -0.79  5.68  -0.29  0.06
O  -1.18  -2.73  -0.81  -0.02
H  -2.07  -2.47  -1.04  0.02
H  -0.62  -2.32  -1.47  0.03
O  -2.74  0.20  0.28  -0.06
H  -2.78  -0.35  -0.50  -0.01
H  -3.17  1.02  0.01  0.00
O  -1.07  -1.34  -3.59  -0.05
H  -1.35  -1.58  -4.47  0.09
H  -0.12  -1.43  -3.61  -0.01
O  2.63  2.75  3.21  -0.03
H  3.26  2.65  2.49  0.03
H  3.14  3.15  3.91  0.08

As for the HOMO energy: -4.56 eV. The net charge is 0. The calculation puts the LUMO energy at -2.5 eV. For the frontier orbital gap, the calculation gives 2.098 eV. The calculation puts the total energy at -73620.4617 eV.


[2]
The following is a DFT calculation (wB97M-V/def2-TZVPD) of the ion C23H48BN4O5 with charge +1 at a distorted geometry.

Each line ends with the Löwdin charge.
Cartesian coordinates (Å):
C  -3.47  1.92  2.99  -0.05
C  -2.88  1.63  1.59  -0.19
O  -3.18  0.27  1.16  -0.07
N  -3.59  0.31  -0.15  -0.06
C  -5.03  0.51  -0.37  0.01
B  -5.80  -0.24  0.83  -0.60
O  -6.24  0.49  1.95  0.13
O  -6.03  -1.58  0.80  0.19
C  -2.77  0.18  -1.18  -0.25
N  -3.16  0.27  -2.45  0.24
C  -2.08  0.09  -3.20  -0.25
C  -2.11  0.14  -4.69  -0.06
C  -2.03  -1.24  -5.38  -0.24
O  -3.34  -1.59  -5.80  -0.05
N  -1.05  -0.11  -2.42  0.01
C  0.28  -0.38  -2.97  -0.08
C  1.19  0.89  -3.14  -0.14
C  0.74  2.13  -2.34  -0.17
C  1.97  2.89  -1.70  -0.18
C  1.74  3.10  -0.19  -0.20
C  2.29  1.93  0.67  -0.22
C  3.72  2.23  1.19  -0.20
C  4.17  1.25  2.31  -0.20
C  4.92  0.04  1.71  -0.17
C  5.76  -0.72  2.77  -0.23
O  5.19  -0.64  4.07  -0.20
C  4.31  -1.71  4.33  -0.12
N  -1.45  -0.05  -1.13  0.06
C  -0.52  -0.27  -0.03  -0.07
C  -0.87  -1.63  0.69  -0.13
C  0.38  -2.52  0.94  -0.41
C  0.41  -3.67  -0.09  -0.08
C  0.17  -3.19  2.33  -0.08
H  -3.26  1.10  3.68  0.09
H  -2.93  2.80  3.37  0.09
H  -4.53  2.18  2.94  0.08
H  -1.80  1.82  1.64  0.10
H  -3.31  2.37  0.91  0.14
H  -5.35  0.00  -1.29  0.12
H  -5.29  1.57  -0.41  0.13
H  -5.65  0.22  2.68  0.10
H  -6.18  -1.90  1.70  0.12
H  -2.98  0.73  -5.00  0.14
H  -1.23  0.73  -5.00  0.12
H  -1.35  -1.16  -6.24  0.12
H  -1.65  -1.99  -4.67  0.12
H  -3.46  -2.54  -5.68  0.10
H  0.78  -1.06  -2.28  0.11
H  0.23  -0.89  -3.93  0.12
H  2.21  0.59  -2.87  0.11
H  1.20  1.14  -4.21  0.11
H  0.31  2.85  -3.04  0.11
H  0.07  1.92  -1.50  0.08
H  2.92  2.40  -1.93  0.11
H  2.03  3.89  -2.15  0.11
H  0.67  3.23  0.02  0.10
H  2.23  4.02  0.16  0.11
H  2.26  0.99  0.11  0.09
H  1.63  1.81  1.54  0.10
H  4.40  2.16  0.33  0.11
H  3.72  3.25  1.59  0.11
H  4.90  1.81  2.91  0.12
H  3.36  0.95  2.97  0.11
H  4.17  -0.63  1.27  0.10
H  5.60  0.39  0.92  0.11
H  6.79  -0.35  2.83  0.13
H  5.79  -1.77  2.45  0.11
H  4.04  -1.72  5.39  0.09
H  4.82  -2.67  4.14  0.09
H  3.37  -1.65  3.75  0.08
H  0.52  -0.33  -0.35  0.10
H  -0.58  0.50  0.74  0.10
H  -1.51  -2.19  -0.01  0.12
H  -1.47  -1.47  1.58  0.10
H  1.31  -1.94  0.92  0.12
H  1.28  -4.31  0.13  0.08
H  0.53  -3.27  -1.11  0.07
H  -0.50  -4.28  -0.04  0.09
H  -0.85  -3.58  2.35  0.08
H  0.22  -2.43  3.12  0.08
H  0.91  -3.98  2.48  0.08

As for the HOMO energy: -11.59 eV. The net charge is +1. The calculation puts the LUMO energy at -2.1 eV. The SMILES is CCON(CB(O)O)c1nc(CCO)n(CCCCCCCCCCOC)[n+]1CCC(C)C. For the frontier orbital gap, the calculation gives 9.488 eV. The calculation puts the total energy at -41497.2435 eV.


[3]
The following is a DFT calculation (wB97M-V/def2-TZVPD) of a cluster of 2 separate species, C3H5ClFNO3 in total at a distorted geometry.

Each line ends with the Löwdin charge.
Cartesian coordinates (Å):
C  -0.07  0.02  0.98  0.00
C  -0.62  0.52  -0.26  -0.48
C  -1.48  1.53  -0.36  -0.68
N  -4.01  -1.55  0.87  -0.16
O  -3.77  -2.11  1.93  -0.01
O  -3.84  -0.29  0.80  0.01
O  -0.39  -0.23  -1.32  0.06
F  -1.90  2.20  0.77  -0.02
Cl  -1.92  2.15  -1.90  0.76
H  -0.50  0.63  1.79  0.09
H  1.02  0.25  1.13  0.11
H  -0.28  -0.99  1.21  0.08
H  -3.62  0.22  1.68  0.17
H  -0.67  0.31  -2.08  0.06

As for the HOMO energy: -8.90 eV. The net charge is 0. The calculation puts the LUMO energy at 0.4 eV. The SMILES is C/C(O)=C(\F)Cl.O=NO. For the frontier orbital gap, the calculation gives 9.283 eV. The calculation puts the total energy at -26060.4505 eV.


What is the LUMO energy in the first record?
-2.5 eV